[1]
# C72H174N4O36P6

14 unconnected molecules or ions with the total composition C72H174N4O36P6 at a distorted geometry (ωB97M-V with the def2-TZVPD basis set, OMol25).

Each line ends with the Mulliken charge.
Positions of all 292 atoms, in Å:
C 23.530 -16.608 17.649  -1.29
C 24.097 -15.388 16.901  -0.48
N 25.484 -15.604 16.643  0.04
C 25.877 -16.732 15.756  -0.34
C 27.421 -16.958 15.644  -1.35
C 26.248 -14.320 16.417  -0.64
C 25.930 -13.837 15.026  -1.03
H 23.727 -17.494 17.047  0.31
H 22.445 -16.635 17.552  0.41
H 24.050 -16.777 18.592  0.32
H 23.602 -15.187 15.951  0.36
H 23.888 -14.528 17.538  0.36
H 25.560 -17.718 16.095  0.35
H 25.572 -16.626 14.714  0.31
H 27.946 -16.684 16.559  0.37
H 27.609 -18.012 15.437  0.39
H 27.906 -16.327 14.900  0.28
H 27.324 -14.462 16.522  0.29
H 25.938 -13.614 17.186  0.40
H 26.089 -14.608 14.272  0.25
H 26.422 -12.906 14.743  0.41
H 24.915 -13.441 15.002  0.30
C 15.397 -16.031 21.628  -1.54
C 14.536 -14.814 21.567  -0.12
N 13.995 -14.447 20.218  0.03
C 14.984 -14.191 19.190  -0.62
C 15.908 -13.043 19.536  -1.03
C 12.996 -13.427 20.374  -0.61
C 11.648 -13.879 20.915  -1.26
H 15.245 -16.538 22.581  0.41
H 16.473 -15.876 21.544  0.31
H 15.212 -16.769 20.848  0.37
H 13.681 -15.095 22.183  0.23
H 15.089 -13.963 21.965  0.37
H 15.583 -15.089 19.040  0.28
H 14.453 -14.014 18.254  0.43
H 16.660 -13.269 20.293  0.28
H 16.385 -12.813 18.584  0.41
H 15.465 -12.080 19.789  0.28
H 12.791 -12.873 19.458  0.43
H 13.442 -12.632 20.971  0.35
H 11.692 -14.482 21.822  0.31
H 11.259 -14.538 20.139  0.31
H 11.002 -13.003 20.967  0.36
C 22.566 -6.795 16.344  -1.31
C 21.066 -6.433 16.141  -0.44
N 20.518 -5.676 17.280  0.19
C 19.355 -4.910 16.869  -0.54
C 19.564 -3.806 15.833  -1.24
C 20.414 -6.488 18.496  -0.63
C 21.410 -6.050 19.578  -1.15
H 23.120 -5.895 16.614  0.31
H 22.936 -7.208 15.406  0.44
H 22.664 -7.620 17.050  0.27
H 21.012 -5.822 15.240  0.32
H 20.466 -7.323 15.953  0.33
H 18.517 -5.566 16.635  0.36
H 19.020 -4.320 17.722  0.36
H 20.301 -3.030 16.040  0.29
H 19.877 -4.236 14.882  0.35
H 18.599 -3.379 15.559  0.39
H 20.604 -7.531 18.240  0.35
H 19.421 -6.432 18.942  0.43
H 21.205 -5.035 19.918  0.28
H 22.390 -6.075 19.101  0.24
H 21.581 -6.629 20.486  0.39
C 14.753 -6.496 23.926  -1.30
C 15.058 -5.099 24.469  -0.57
N 14.516 -4.064 23.549  0.05
C 15.368 -2.876 23.598  -0.86
C 15.274 -2.042 24.893  -1.02
C 13.087 -3.861 23.708  -0.37
C 12.581 -2.594 22.887  -1.29
H 13.697 -6.759 23.998  0.30
H 15.196 -7.334 24.465  0.42
H 15.090 -6.541 22.891  0.29
H 14.750 -4.928 25.500  0.34
H 16.128 -4.914 24.563  0.44
H 15.147 -2.247 22.735  0.39
H 16.399 -3.160 23.389  0.48
H 15.580 -2.544 25.811  0.32
H 14.258 -1.712 25.109  0.28
H 15.855 -1.139 24.705  0.37
H 12.591 -4.749 23.317  0.33
H 12.859 -3.860 24.774  0.39
H 12.782 -2.792 21.834  0.32
H 11.504 -2.486 23.014  0.40
H 13.049 -1.671 23.229  0.30
C 18.625 -23.054 17.323  -1.03
C 17.766 -21.789 17.329  -0.23
O 17.956 -20.908 16.227  -0.25
P 17.382 -21.299 14.718  0.81
O 16.134 -22.058 14.693  -0.72
O 18.592 -22.056 14.000  -0.30
C 19.854 -21.418 13.772  -0.11
C 20.933 -22.167 14.570  -1.08
O 17.304 -19.867 13.909  -0.34
C 16.159 -19.040 14.066  -0.26
C 14.892 -19.555 13.265  -1.08
H 19.698 -22.939 17.476  0.22
H 18.490 -23.777 18.128  0.38
H 18.436 -23.537 16.364  0.30
H 16.731 -22.106 17.460  0.32
H 18.062 -21.311 18.263  0.32
H 20.075 -21.560 12.714  0.30
H 19.817 -20.346 13.965  0.29
H 21.932 -21.932 14.202  0.40
H 20.884 -22.152 15.659  0.18
H 20.865 -23.223 14.308  0.30
H 15.846 -18.989 15.109  0.25
H 16.379 -18.061 13.640  0.33
H 14.218 -18.708 13.135  0.41
H 15.199 -19.931 12.289  0.29
H 14.239 -20.245 13.798  0.28
C 11.599 -4.305 30.296  -1.29
C 10.618 -5.436 30.032  0.07
O 9.307 -4.838 29.847  -0.37
P 8.083 -5.602 29.074  0.81
O 6.845 -4.798 28.744  -0.70
O 8.815 -6.168 27.717  -0.20
C 8.260 -7.332 27.038  -0.37
C 6.876 -7.066 26.420  -0.93
O 7.952 -6.929 29.951  -0.26
C 7.291 -6.868 31.240  -0.29
C 5.734 -6.626 31.136  -1.09
H 11.125 -3.705 31.073  0.31
H 12.575 -4.589 30.692  0.37
H 11.621 -3.690 29.397  0.31
H 10.845 -5.899 29.072  0.28
H 10.420 -5.988 30.951  0.21
H 8.902 -7.672 26.226  0.38
H 8.204 -8.236 27.644  0.25
H 7.129 -6.351 25.637  0.22
H 6.540 -7.949 25.876  0.37
H 6.242 -6.667 27.212  0.32
H 7.492 -7.771 31.817  0.32
H 7.731 -5.994 31.720  0.30
H 5.538 -5.635 30.726  0.31
H 5.266 -7.316 30.434  0.27
H 5.269 -6.706 32.118  0.39
C 2.963 -3.399 22.505  -1.30
C 3.951 -2.672 21.639  -0.12
O 3.644 -2.978 20.319  -0.26
P 4.828 -2.646 19.230  0.84
O 5.619 -1.372 19.472  -0.71
O 5.741 -3.979 19.323  -0.28
C 5.104 -5.249 19.053  0.10
C 6.122 -6.385 18.791  -1.35
O 4.130 -2.756 17.745  -0.34
C 4.859 -2.487 16.600  -0.18
C 4.542 -3.757 15.818  -1.08
H 2.992 -4.488 22.540  0.30
H 2.961 -3.036 23.533  0.37
H 1.972 -3.199 22.098  0.33
H 3.942 -1.592 21.785  0.34
H 4.918 -3.055 21.966  0.28
H 4.540 -5.558 19.933  0.16
H 4.421 -5.111 18.216  0.30
H 5.605 -7.237 18.349  0.35
H 6.882 -6.026 18.097  0.34
H 6.694 -6.775 19.633  0.38
H 4.542 -1.588 16.070  0.31
H 5.911 -2.352 16.849  0.31
H 4.806 -3.649 14.766  0.41
H 4.989 -4.688 16.166  0.22
H 3.456 -3.840 15.848  0.28
C 9.987 -20.775 21.333  -1.06
C 10.528 -20.158 22.661  -0.34
O 9.727 -20.482 23.771  -0.28
P 9.493 -19.367 25.007  0.86
O 10.691 -18.570 25.444  -0.72
O 8.264 -18.352 24.495  -0.34
C 7.074 -18.915 23.813  -0.13
C 6.758 -18.064 22.598  -1.16
O 8.771 -20.282 26.164  -0.18
C 9.557 -21.032 27.044  -0.24
C 8.468 -21.655 27.967  -1.20
H 10.732 -20.564 20.566  0.37
H 9.793 -21.837 21.484  0.28
H 9.019 -20.302 21.169  0.22
H 11.560 -20.457 22.845  0.38
H 10.655 -19.083 22.535  0.34
H 7.318 -19.908 23.436  0.31
H 6.288 -18.939 24.568  0.33
H 7.545 -18.167 21.850  0.24
H 5.848 -18.421 22.117  0.36
H 6.657 -17.029 22.923  0.32
H 10.224 -21.757 26.577  0.32
H 10.215 -20.356 27.589  0.32
H 7.890 -20.958 28.574  0.30
H 7.798 -22.327 27.431  0.31
H 8.947 -22.298 28.705  0.40
C 2.944 -15.946 13.419  -0.97
C 2.457 -14.487 13.525  -0.35
O 3.455 -13.626 13.208  -0.30
P 4.551 -13.220 14.320  0.89
O 4.272 -13.639 15.767  -0.73
O 4.684 -11.604 13.951  -0.33
C 4.751 -11.205 12.628  -0.15
C 6.129 -10.782 12.187  -1.09
O 5.903 -13.888 13.623  -0.29
C 7.024 -14.203 14.421  -0.33
C 6.972 -15.614 14.996  -1.08
H 2.109 -16.616 13.625  0.39
H 3.305 -16.158 12.413  0.29
H 3.788 -16.176 14.069  0.21
H 1.661 -14.231 12.825  0.34
H 2.026 -14.316 14.511  0.34
H 4.229 -11.758 11.847  0.28
H 4.236 -10.244 12.659  0.35
H 6.630 -10.122 12.896  0.26
H 6.663 -11.715 12.005  0.24
H 6.231 -10.339 11.196  0.38
H 7.835 -14.057 13.708  0.35
H 7.112 -13.473 15.226  0.36
H 6.080 -15.716 15.614  0.25
H 6.844 -16.390 14.241  0.30
H 7.864 -15.745 15.608  0.37
C 20.421 -21.533 24.437  -1.00
C 19.985 -21.299 25.876  -0.21
O 18.601 -21.455 26.114  -0.27
P 17.804 -22.888 25.942  0.81
O 17.119 -23.114 24.642  -0.75
O 18.964 -23.955 26.271  -0.16
C 18.906 -25.250 25.666  -0.36
C 20.386 -25.660 25.392  -1.03
O 16.757 -22.922 27.244  -0.38
C 17.310 -22.701 28.526  -0.07
C 17.036 -23.821 29.618  -1.14
H 20.228 -22.542 24.072  0.21
H 19.864 -20.930 23.720  0.31
H 21.482 -21.351 24.265  0.36
H 20.506 -21.844 26.663  0.24
H 20.184 -20.288 26.233  0.39
H 18.455 -25.951 26.368  0.29
H 18.288 -25.302 24.769  0.36
H 20.478 -26.424 24.619  0.37
H 20.894 -24.779 24.998  0.25
H 20.937 -25.767 26.327  0.29
H 18.381 -22.499 28.515  0.22
H 16.782 -21.814 28.876  0.34
H 17.374 -23.495 30.602  0.35
H 15.966 -24.026 29.622  0.29
H 17.541 -24.750 29.353  0.29
C 24.611 -15.424 24.500  -0.67
O 23.948 -14.328 25.119  -0.29
C 22.670 -13.996 24.775  0.73
O 22.077 -14.385 23.822  -0.52
O 22.165 -13.169 25.738  -0.29
C 20.851 -12.837 25.666  -0.67
H 25.642 -15.516 24.841  0.27
H 24.804 -15.316 23.432  0.30
H 24.138 -16.400 24.602  0.29
H 20.759 -12.010 24.962  0.28
H 20.484 -12.618 26.668  0.25
H 20.154 -13.612 25.345  0.32
C 17.027 -9.500 31.294  -0.63
O 16.188 -9.779 30.113  -0.31
C 15.002 -10.387 30.240  0.79
O 14.370 -10.519 31.300  -0.58
O 14.571 -10.814 29.051  -0.30
C 13.167 -11.089 28.837  -0.59
H 18.092 -9.496 31.061  0.25
H 16.842 -10.273 32.040  0.31
H 16.838 -8.501 31.685  0.27
H 12.988 -11.459 27.828  0.21
H 12.739 -10.100 29.002  0.26
H 12.780 -11.667 29.676  0.31
C 13.763 -10.117 12.649  -0.70
O 14.134 -9.639 13.977  -0.29
C 13.289 -8.868 14.687  0.74
O 12.098 -8.781 14.487  -0.55
O 14.005 -8.396 15.718  -0.27
C 13.482 -7.336 16.503  -0.67
H 14.621 -10.161 11.977  0.29
H 13.137 -9.403 12.115  0.31
H 13.114 -10.991 12.689  0.29
H 12.477 -7.449 16.908  0.30
H 13.589 -6.375 16.000  0.31
H 14.209 -7.247 17.311  0.24
C 16.481 -15.995 29.479  -0.66
O 17.376 -15.325 30.376  -0.26
C 17.815 -15.839 31.478  0.75
O 17.970 -17.024 31.678  -0.57
O 18.166 -14.860 32.355  -0.26
C 18.767 -15.276 33.565  -0.67
H 15.522 -16.147 29.974  0.30
H 16.870 -17.000 29.314  0.34
H 16.283 -15.415 28.578  0.21
H 19.243 -14.437 34.074  0.25
H 19.595 -15.964 33.394  0.30
H 18.076 -15.806 34.221  0.29

Force components x, y, z for each atom (eV/Å):
0.0 -0.4 -1.9
-0.6 -1.1 0.2
2.7 0.3 0.6
1.4 0.4 0.2
-0.2 0.8 0.5
-0.7 -1.5 -0.4
-0.4 1.5 -0.2
0.5 -0.2 0.0
-0.2 0.4 1.2
-0.7 0.3 0.2
-0.8 -0.2 -0.1
0.6 0.3 -0.1
-0.8 0.5 0.3
-0.7 0.1 -0.2
-0.2 -0.3 0.3
0.1 0.1 -0.2
-0.2 -0.1 -0.3
0.0 -0.3 0.2
0.0 0.0 0.0
-0.1 0.2 0.0
0.8 -0.2 0.0
-0.5 -0.7 -0.2
1.2 -1.2 -0.3
-0.7 0.2 -1.4
-0.4 -1.8 0.6
-0.4 0.1 1.1
0.7 0.7 -1.1
0.3 1.1 0.3
0.4 -0.4 -0.9
0.0 0.0 0.0
0.1 0.5 0.1
-0.5 0.0 -0.1
-0.1 0.8 0.0
-0.2 0.3 0.5
0.0 -0.1 0.0
0.0 0.1 0.0
0.0 -0.2 -0.1
0.7 0.1 0.1
-0.6 -0.2 0.3
0.1 -0.5 -0.5
-0.2 0.4 0.7
-0.1 0.5 0.2
-0.3 -0.1 0.0
-0.1 -0.2 0.4
-1.2 -0.4 -0.5
0.9 0.4 0.6
0.7 0.1 -0.9
-0.1 1.0 1.4
0.0 -1.0 -1.4
-0.2 0.1 0.6
0.9 0.4 -0.5
0.1 -0.3 0.1
0.2 0.2 -0.1
0.2 0.3 0.4
-0.1 0.0 0.2
-0.1 -0.4 -0.1
-0.3 -0.1 -0.6
-0.1 -0.4 0.5
-0.2 -0.1 0.6
0.2 -0.1 -0.2
0.0 0.3 0.4
-0.1 -0.2 0.0
-0.3 0.0 -0.3
0.0 0.1 -0.2
0.2 0.4 0.0
-0.8 -0.6 -0.1
-0.1 -0.2 0.4
-0.1 0.3 -0.7
1.4 -0.5 0.2
-0.6 0.2 0.2
-0.1 0.2 -0.5
0.0 0.9 -0.9
0.1 -1.5 1.1
-0.2 0.4 -0.3
0.5 0.3 0.2
-0.2 -0.1 0.0
-0.7 -0.2 0.3
0.2 -0.3 -0.5
-0.3 0.2 0.1
0.1 -0.3 0.3
0.4 -0.1 -0.2
-0.2 0.0 -0.3
0.2 0.0 0.5
-0.1 0.0 -0.1
-0.5 0.6 0.3
0.1 0.2 0.0
0.0 -0.1 0.0
0.0 -0.1 -0.2
0.4 -0.4 -0.9
0.4 -1.2 1.7
-0.5 -0.1 -1.7
0.5 1.0 0.2
0.3 0.0 0.4
-1.0 0.8 0.4
1.0 -0.5 0.4
0.0 -0.6 -0.6
0.9 -1.7 1.1
-2.3 -0.6 -0.7
0.5 0.6 0.6
0.2 0.8 -0.6
-1.2 0.2 0.1
0.3 -0.5 0.1
-0.2 0.3 -0.4
-0.2 0.9 -0.3
-0.1 0.1 0.0
-0.1 -0.1 0.2
0.0 0.6 0.2
-0.1 0.6 -0.2
-0.3 -0.2 0.0
0.4 0.3 0.1
0.4 -0.1 0.4
0.2 0.4 -0.3
-0.2 -0.1 0.1
0.7 -0.5 0.0
-1.2 0.4 0.3
-0.5 0.7 0.1
-2.0 0.6 -1.5
0.4 1.1 -1.4
2.6 -1.5 1.4
-0.7 -0.6 1.0
-0.8 -0.8 -0.4
1.7 0.5 0.0
-0.8 -0.4 -0.2
-1.5 1.1 -0.1
1.2 0.0 -0.4
0.1 0.2 0.1
0.0 -0.3 -0.5
0.5 0.0 0.1
0.2 -0.9 0.6
0.9 -1.0 -0.5
0.6 0.8 0.1
0.1 0.4 0.9
-0.8 0.5 0.1
-0.3 -0.1 0.5
-0.5 -0.1 -0.6
0.3 0.0 -0.4
0.0 -0.2 0.5
0.1 0.0 0.1
0.1 -0.3 0.2
0.1 -0.1 0.0
-1.6 0.3 0.3
0.6 -0.3 2.1
0.8 0.2 -3.6
1.2 1.6 0.1
-1.8 -2.9 -0.5
-0.2 0.5 -0.3
0.4 -1.0 0.6
0.2 0.8 -0.5
-1.1 0.7 4.7
1.2 -1.3 -1.1
0.1 0.6 -1.6
0.7 0.0 -0.2
0.2 0.1 0.0
-0.2 0.2 0.1
-0.1 0.0 0.1
0.5 0.2 -0.5
-0.3 0.3 0.0
0.1 -0.3 0.0
-0.1 0.1 -0.1
-0.1 -0.1 -0.3
-0.4 0.4 0.4
-0.4 0.0 0.2
0.2 -0.1 -0.2
0.1 -0.1 -0.1
0.1 0.3 0.3
0.0 -0.2 0.0
0.0 0.6 2.0
1.1 0.3 -1.4
-1.1 1.2 2.4
-0.3 1.0 -0.4
-2.0 -1.7 -0.9
1.3 -2.2 0.2
1.0 0.1 0.0
0.1 0.0 0.5
0.4 1.9 -3.3
-0.8 -0.3 2.0
1.3 -0.9 0.4
-0.3 -0.2 -0.2
0.3 -0.1 -0.2
0.1 0.1 -0.5
0.0 -0.6 0.1
-0.5 0.3 0.0
-0.1 -0.2 0.5
-0.1 -0.1 -0.2
0.2 0.2 0.1
-0.2 0.1 0.2
-0.1 0.1 -0.3
-0.4 -0.3 -0.3
-0.1 0.0 0.2
0.1 0.4 -0.5
0.0 0.3 -0.3
0.2 -0.1 0.1
-0.5 0.3 -0.5
-1.8 -2.4 0.4
2.7 2.1 0.8
0.7 -0.3 0.5
0.8 1.6 -3.8
0.0 -3.5 2.4
-0.5 3.5 -1.8
1.1 -1.5 -0.5
-2.9 0.9 0.6
0.5 -0.2 0.1
-0.5 0.4 -0.1
0.1 -0.1 0.1
-0.1 0.1 -0.2
-0.2 0.2 0.3
-0.1 -0.5 -0.2
0.3 0.1 0.2
0.1 -0.7 0.6
-0.7 0.0 -0.1
0.0 -0.3 0.1
0.8 0.0 0.6
-0.9 0.4 0.0
0.4 -0.2 0.4
0.2 0.0 0.1
0.1 0.2 0.3
0.5 0.1 -0.2
0.0 -0.4 -0.1
-0.2 -0.3 -0.3
0.8 0.5 0.6
-2.1 -2.0 -0.1
-0.7 0.7 0.1
0.7 0.4 1.8
-0.9 0.9 -0.1
1.3 -1.3 0.0
-0.7 1.5 -0.1
1.7 -0.5 -2.5
-0.3 -0.1 2.3
-0.1 0.5 -1.9
0.0 -0.3 0.4
-0.1 0.4 0.3
0.0 0.1 0.3
0.3 -0.8 -0.5
-0.1 0.4 -0.6
0.0 0.1 0.2
0.2 0.6 -0.1
0.1 -0.4 0.6
-0.2 0.2 -0.5
-0.2 -0.9 0.0
0.0 0.1 -0.3
0.3 0.2 0.2
0.0 0.1 -0.1
0.0 0.0 0.2
0.1 0.0 0.0
0.6 -0.5 -1.3
-0.6 0.4 0.4
0.7 -0.1 1.2
-0.3 -0.3 -0.6
3.3 -1.9 -0.2
-2.6 0.7 -0.4
-0.3 0.4 0.9
-0.7 0.5 -0.3
-0.4 0.3 0.4
-0.5 0.3 0.3
0.4 0.6 0.0
0.5 -0.4 -0.4
-0.9 -0.3 0.0
0.9 -0.1 -0.1
-1.6 -0.2 2.5
1.4 0.3 -2.2
1.1 -0.1 -0.7
0.2 1.5 1.7
-0.3 -0.4 -0.8
-0.1 0.2 0.0
-0.5 -0.2 0.0
0.4 -0.1 0.4
-0.7 -0.1 -0.5
0.1 -0.6 -0.4
-1.2 1.1 0.1
0.4 0.0 -1.0
-0.7 -1.3 -0.2
1.0 0.7 0.2
-0.4 0.0 -0.6
0.7 0.8 0.7
0.4 -0.6 0.8
-0.2 0.5 0.5
0.6 -0.4 0.2
0.0 -0.4 -0.3
-0.4 -0.1 -0.5
-0.3 -0.2 0.2
-0.2 -1.3 1.0
-0.8 2.4 -1.4
1.0 -1.6 1.3
-0.3 0.4 0.2
-0.4 0.1 -0.9
0.9 -0.9 0.5
-0.1 0.2 0.2
0.1 0.1 -0.5
0.7 0.1 0.2
-0.6 0.3 -0.2
-0.1 -0.2 -0.3
-0.2 0.3 -0.1

Output
**LUMO energy**: 0.18 eV
**E_HOMO**: -0.2934 Ha
**Largest force on an atom**: 4.93 eV Å⁻¹

***

[2]
# C4H16N2O2S

3 unconnected molecules or ions with the total composition C4H16N2O2S at a distorted geometry (ωB97M-V with the def2-TZVPD basis set, OMol25).

Each line ends with the natural charge from an NBO analysis.
Positions of all 25 atoms, in Å:
N -1.094 -1.138 -1.152  -0.87
C -0.918 -0.715 0.235  -0.06
C 0.350 -1.625 0.699  -0.40
C 1.520 -1.396 -0.309  -0.60
S 2.561 -0.073 0.190  -0.01
C -2.116 -0.773 1.154  -0.24
N -2.742 0.532 1.253  -0.83
H -0.531 -1.953 -1.459  0.36
H -1.937 -1.395 -1.415  0.36
H -0.423 0.343 0.235  0.17
H 0.060 -2.638 0.601  0.19
H 0.611 -1.385 1.688  0.21
H 0.978 -1.102 -1.334  0.25
H 1.975 -2.423 -0.476  0.22
H 3.174 -0.638 1.265  0.13
H -1.826 -1.031 2.234  0.20
H -2.877 -1.488 0.831  0.20
H -2.958 0.822 0.358  0.34
H -2.131 1.307 1.661  0.38
H -0.166 2.011 -0.276  0.48
H 0.186 3.390 0.329  0.47
O -0.384 2.662 0.535  -0.96
H 1.149 1.814 -2.480  0.49
H -0.227 1.057 -1.901  0.48
O 0.109 1.811 -2.320  -0.96

Force components x, y, z for each atom (eV/Å):
4.2 0.7 0.1
4.1 -0.9 0.1
-1.3 1.8 -2.2
-2.2 -1.7 -1.3
1.1 0.6 0.1
0.5 0.7 1.9
0.5 1.0 2.7
-0.3 0.8 0.7
-5.5 -0.9 -1.2
-1.3 -1.7 0.3
-0.5 -1.2 0.2
0.5 0.2 1.4
2.0 -0.4 2.2
0.2 1.5 0.1
-0.4 0.1 -0.4
-0.1 0.0 -1.6
0.2 -0.1 -0.1
-0.8 1.0 -2.2
-0.8 -1.8 -0.8
-0.7 2.5 2.6
0.4 0.8 -0.1
0.3 -2.7 -2.4
-3.6 -0.7 0.8
-0.2 -2.5 0.6
3.8 2.8 -1.6

Output
**Energy relative to the best compared isomer or geometry (same formula, charge and spin)**: 2.115 eV
**LUMO energy**: 0.55 eV
**E_HOMO**: -0.3283 Ha
**Largest force on an atom**: 5.66 eV Å⁻¹

***

[3]
# C2H6N2S

A single C2H6N2S molecule at a distorted geometry (ωB97M-V with the def2-TZVPD basis set, OMol25).

Each line ends with the natural charge from an NBO analysis.
Positions of all 11 atoms, in Å:
C 0.192 1.902 -0.631  -0.40
C 0.062 -0.426 -1.159  0.25
H 1.205 2.317 -0.400  0.21
H -0.563 2.504 -0.143  0.20
H -0.271 1.666 -1.837  0.22
H 1.027 -0.218 2.060  0.12
H 0.133 -0.164 -2.330  0.19
H -0.196 -2.086 -0.089  0.36
N 0.068 0.500 -0.109  -0.65
N 0.106 -1.610 -1.038  -0.70
S -0.255 -0.319 1.344  0.19

Force components x, y, z for each atom (eV/Å):
-1.9 -1.6 -1.1
1.1 3.7 -2.6
-0.8 -0.3 -1.0
-0.1 0.4 0.0
2.2 1.7 3.6
-1.8 -0.2 -1.3
0.0 0.8 2.8
1.5 1.6 -2.3
-0.1 0.0 -1.6
-1.7 -8.3 1.7
1.7 2.3 1.8

Output
**Energy relative to the best compared isomer or geometry (same formula, charge and spin)**: 3.476 eV
**LUMO energy**: 0.60 eV
**E_HOMO**: -0.3279 Ha
**Largest force on an atom**: 8.67 eV Å⁻¹